Formula: C66H168N10O23
Source: the OMol25 dataset
Level of theory: ωB97M-V/def2-TZVPD

The geometry in XYZ format:
```
267
Properties=species:S:1:pos:R:3:mulliken_charge:R:1
C -5.23108 -0.35385 1.53944 1.074
C -6.54574 -0.98231 1.13722 -0.772
O -6.27900 -2.33724 0.72860 -0.427
H -4.74164 -0.90431 2.34079 0.223
H -5.40574 0.69347 1.80071 -0.576
H -4.49996 -0.26989 0.73321 -0.534
H -7.14835 -0.44984 0.39711 0.282
H -7.19161 -1.07074 2.02025 0.410
H -7.13470 -2.72418 0.51311 0.260
C 0.06182 -2.35661 -5.16510 -1.591
C -0.87949 -3.23036 -4.33261 0.233
O -0.32061 -3.60039 -3.06972 0.740
H 0.26606 -1.39805 -4.68617 0.205
H -0.50945 -2.11319 -6.06482 0.500
H 0.96763 -2.90149 -5.42171 0.328
H -1.01446 -4.18064 -4.85524 0.502
H -1.82687 -2.71046 -4.16285 -0.269
H -0.60291 -4.52984 -2.87252 -0.333
C -1.97466 -0.51252 -0.20666 1.200
C -0.95350 -0.69547 -1.33878 0.312
O -0.01444 -1.69740 -1.00501 2.147
H -2.55339 -1.39672 0.04739 -0.262
H -2.64446 0.29243 -0.52734 0.244
H -1.43675 -0.06977 0.63589 -1.049
H -0.47339 0.27891 -1.47830 -0.551
H -1.53678 -0.99230 -2.21575 -0.364
H 0.00027 -2.25583 -1.80499 -1.473
C 9.83844 4.78931 0.00876 -0.991
O 8.77236 3.88468 -0.13265 -0.099
C 8.97806 2.95710 -1.19676 -1.074
C 7.80833 1.98814 -1.18679 0.004
N 6.57431 2.68951 -1.44199 -0.230
C 5.38291 1.97430 -0.98448 1.547
C 5.20487 0.71782 -1.82257 -2.095
O 3.95903 0.09043 -1.54026 1.315
C 2.88063 0.67332 -2.23598 -0.339
H 10.83508 4.35108 -0.08405 0.392
H 9.79978 5.21916 1.01267 0.254
H 9.70040 5.62945 -0.68119 0.315
H 9.86990 2.35473 -0.98863 0.504
H 9.11471 3.53808 -2.11365 0.431
H 7.88839 1.54589 -0.17609 -0.057
H 7.96157 1.16894 -1.89245 0.442
H 6.60196 3.60545 -1.00335 0.201
H 4.50428 2.61347 -1.03045 -0.522
H 5.54160 1.69059 0.06741 -0.307
H 5.92991 -0.06555 -1.58759 0.465
H 5.31813 0.93651 -2.89006 0.362
H 1.95828 0.12200 -2.03930 -0.551
H 2.99644 0.64683 -3.32455 0.368
H 2.68626 1.70604 -1.92971 -0.073
C 2.56540 4.97239 -0.80579 -0.134
O 1.42314 4.56966 -1.50668 -0.553
C 0.39020 4.26395 -0.59921 2.104
C -0.84490 3.66549 -1.29785 0.436
N -1.02120 4.10445 -2.70347 -0.325
C -1.75944 5.36200 -2.77008 0.533
C -2.06525 5.75322 -4.18531 -0.883
O -0.90254 6.10693 -4.91761 -0.268
C -1.18884 6.39587 -6.25982 -0.812
H 3.28476 5.34986 -1.53539 0.294
H 3.10681 4.19132 -0.27224 -0.391
H 2.41079 5.81894 -0.12620 0.257
H 0.08554 5.20854 -0.12053 -0.958
H 0.63230 3.65666 0.28095 -0.289
H -1.70356 3.96932 -0.69985 -0.315
H -0.73340 2.57885 -1.33246 -0.816
H -0.05110 4.25408 -2.96710 0.447
H -1.08807 6.10657 -2.31685 0.222
H -2.69628 5.38681 -2.21306 -0.307
H -2.72712 6.63278 -4.21810 0.376
H -2.65655 4.97683 -4.68787 0.383
H -0.23571 6.72144 -6.68581 0.245
H -1.91602 7.20840 -6.34892 0.315
H -1.45247 5.52722 -6.87319 0.316
C -4.51312 3.01175 -0.89820 -0.090
O -5.87238 2.74619 -0.66889 0.089
C -6.70023 3.89078 -0.76165 -0.910
C -6.55668 4.89259 0.36065 -0.117
N -7.15015 4.54607 1.65498 -0.389
C -6.75217 3.24032 2.14004 0.390
C -7.35559 2.84638 3.46249 -0.710
O -6.59643 1.80689 4.05562 -0.085
C -7.34838 1.01981 4.94030 -0.916
H -3.81298 2.17791 -0.85668 -0.552
H -4.14422 3.65345 -0.08771 0.065
H -4.37496 3.49873 -1.86962 0.601
H -7.71960 3.54514 -0.92801 0.322
H -6.40118 4.39503 -1.69166 0.541
H -6.94591 5.86523 0.04645 0.382
H -5.50676 5.14752 0.57967 -0.098
H -6.93112 5.27170 2.32179 0.322
H -5.66245 3.23933 2.35588 -0.264
H -6.83285 2.46438 1.38160 -0.103
H -8.34877 2.43811 3.22805 0.412
H -7.46917 3.67077 4.17121 0.315
H -6.71270 0.21521 5.30643 0.253
H -8.13610 0.48979 4.38483 0.342
H -7.83343 1.56732 5.75144 0.337
C -7.32790 -0.22595 -2.67357 -0.155
O -6.70148 -0.31091 -3.93133 -0.474
C -5.29651 -0.14092 -3.84651 -0.506
C -4.61795 -1.34540 -3.21182 0.697
N -5.01045 -2.61110 -3.80382 -0.387
C -4.68308 -3.71559 -2.92703 0.893
C -4.83955 -5.07085 -3.59972 -1.166
O -6.21024 -5.36965 -3.81172 -0.382
C -6.34868 -6.46376 -4.67579 -0.816
H -8.40694 -0.35808 -2.78516 0.422
H -7.28663 0.80682 -2.30103 -0.052
H -6.94000 -0.95959 -1.96520 0.074
H -5.07724 0.72891 -3.21470 0.039
H -4.90584 0.05803 -4.84402 0.439
H -4.93479 -1.31360 -2.15513 -0.355
H -3.53292 -1.21895 -3.18125 -0.426
H -5.98819 -2.60252 -4.06105 0.430
H -5.33784 -3.75898 -2.04126 0.210
H -3.66696 -3.61961 -2.53811 -0.371
H -4.34695 -5.84379 -3.00109 0.421
H -4.35894 -4.98512 -4.58196 0.474
H -5.97860 -6.27385 -5.69088 0.315
H -7.40433 -6.72567 -4.71655 0.284
H -5.78744 -7.34884 -4.34706 0.302
C 0.34625 -4.94455 7.64683 -0.733
O 1.02699 -3.72908 7.39753 -0.243
C 0.83280 -2.71675 8.34665 -0.783
C -0.51180 -2.02685 8.13265 -0.552
N -0.47924 -1.37661 6.83732 -0.238
C -1.78469 -0.81862 6.43819 -0.962
C -1.75531 -0.65000 4.93395 0.128
O -1.56100 -1.91617 4.31994 -0.449
C -1.62017 -1.77896 2.91837 0.946
H 0.66606 -5.36969 8.60440 0.312
H 0.68019 -5.64847 6.88963 0.235
H -0.73407 -4.79896 7.65153 0.276
H 1.57692 -1.92293 8.24012 0.297
H 1.00626 -3.00952 9.39050 0.455
H -0.65580 -1.28524 8.92686 0.440
H -1.36988 -2.70854 8.23798 0.297
H -0.24247 -2.06629 6.12991 0.215
H -1.90510 0.15016 6.92598 0.325
H -2.56575 -1.52397 6.74899 0.391
H -0.93475 0.02520 4.66101 -0.107
H -2.69326 -0.20626 4.57743 0.518
H -2.64834 -1.61758 2.57537 -0.427
H -1.24287 -2.70631 2.48586 0.160
H -0.98095 -0.96022 2.56697 -0.451
C 5.90862 6.12879 -1.12608 -1.139
O 5.59699 5.10818 -0.21117 0.282
C 5.96153 5.39472 1.12303 -1.083
C 5.81388 4.13734 1.96870 -0.289
N 4.39188 3.89055 2.24894 -0.283
C 4.18005 2.65886 3.00231 -0.612
C 2.72077 2.18298 2.84774 -0.968
O 2.46406 1.86828 1.49717 0.988
C 1.27717 1.15501 1.27701 0.158
H 5.26468 7.00618 -1.02137 0.263
H 5.78296 5.71506 -2.12782 0.334
H 6.96303 6.42470 -1.07994 0.286
H 5.37605 6.22316 1.53875 0.461
H 6.99646 5.75922 1.13924 0.461
H 6.33801 4.27806 2.91548 0.503
H 6.21933 3.23789 1.49298 -0.041
H 3.89111 3.71887 1.38163 -0.133
H 4.30774 2.82167 4.07416 0.529
H 4.80698 1.83375 2.63979 0.149
H 2.09330 2.97956 3.26841 0.030
H 2.50029 1.26686 3.40942 0.452
H 1.10328 0.92357 0.22737 -0.080
H 0.41318 1.71754 1.66013 -0.163
H 1.29228 0.19425 1.81050 -0.350
C 6.55346 -0.67074 3.56722 -0.735
O 6.04584 -1.61336 2.65723 -0.477
C 5.59989 -1.10588 1.41178 0.507
C 5.19825 -2.26160 0.49417 -0.236
N 4.00774 -2.94247 1.04196 -0.146
C 2.77710 -2.15458 0.95144 1.363
C 1.56440 -2.91592 1.46550 0.407
O 1.69689 -3.27232 2.82530 -0.556
C 1.79221 -2.16769 3.69178 0.224
H 5.81339 0.08309 3.84203 0.233
H 7.49505 -0.23261 3.21346 0.313
H 6.86118 -1.27302 4.42386 0.324
H 6.44042 -0.57432 0.93678 0.736
H 4.86281 -0.30753 1.54502 -0.735
H 6.00541 -2.99404 0.50273 0.441
H 4.97667 -1.87860 -0.49984 -0.482
H 4.23619 -2.95611 2.03530 0.666
H 2.60861 -1.84638 -0.08374 -0.557
H 2.98565 -1.25438 1.54189 0.117
H 1.43103 -3.80787 0.85110 -0.428
H 0.66813 -2.31446 1.28491 -0.645
H 2.70260 -1.56678 3.59740 -0.102
H 1.83312 -2.53098 4.72080 0.267
H 0.88802 -1.55691 3.64172 -0.244
C 0.84024 -6.47613 -5.85221 -0.493
O -0.44442 -6.63337 -5.28198 -0.297
C -0.48341 -7.53735 -4.20341 -0.981
C 0.04831 -6.94898 -2.88856 1.464
N -1.00030 -6.16621 -2.21941 -0.625
C -0.80474 -5.97561 -0.77845 -0.542
C -1.70832 -4.86131 -0.28330 1.273
O -3.02382 -5.26257 0.01059 -0.564
C -3.77695 -4.43015 0.84878 -0.308
H 0.87010 -5.72364 -6.63984 0.256
H 1.20291 -7.41081 -6.28668 0.348
H 1.49538 -6.07650 -5.06980 0.049
H 0.08547 -8.45045 -4.41115 0.359
H -1.53286 -7.81434 -4.09304 0.401
H 0.89320 -6.29312 -3.07123 -1.204
H 0.33652 -7.81816 -2.28704 0.528
H -1.92436 -6.54075 -2.39455 0.160
H 0.22738 -5.66916 -0.58952 -0.260
H -0.92312 -6.87191 -0.15974 0.620
H -1.72323 -4.03008 -0.99773 -0.494
H -1.25456 -4.39837 0.60542 -0.289
H -3.38848 -4.31290 1.86674 0.398
H -4.79432 -4.81017 0.91008 0.328
H -3.86292 -3.42933 0.40760 -0.152
C 6.35151 -8.42017 -0.73374 -0.807
O 5.51559 -7.33311 -1.06711 -0.243
C 4.63049 -6.96409 -0.03502 -1.068
C 3.48993 -6.13555 -0.58433 0.219
N 3.92817 -4.93833 -1.27164 -0.476
C 2.84479 -4.35582 -2.07106 1.250
C 3.35706 -3.15205 -2.84758 0.536
O 4.31217 -3.49514 -3.83182 -0.568
C 4.63926 -2.36567 -4.60373 -0.315
H 7.07953 -8.08511 0.01154 0.301
H 6.87958 -8.78607 -1.60982 0.228
H 5.75509 -9.23892 -0.31982 0.326
H 5.20647 -6.43241 0.73282 0.396
H 4.17689 -7.84135 0.44802 0.449
H 2.81237 -5.94291 0.26723 0.040
H 2.88875 -6.72590 -1.28431 0.299
H 4.10764 -4.22977 -0.55648 -0.085
H 2.02920 -3.93248 -1.46168 -0.568
H 2.35862 -5.06336 -2.73915 -0.258
H 3.71449 -2.38636 -2.15314 -0.775
H 2.50605 -2.73010 -3.40442 -0.080
H 3.74534 -2.00735 -5.13117 0.189
H 5.37903 -2.60373 -5.36436 0.349
H 5.01053 -1.55171 -3.97275 -0.114
C -3.66379 7.86467 -0.72895 -0.854
O -2.55703 7.32975 -0.04288 0.024
C -2.02441 8.19353 0.92891 -0.978
C -1.00360 7.35872 1.70683 -0.103
N -1.61154 6.15997 2.21327 -0.251
C -0.69373 5.25791 2.87597 -0.653
C -1.33404 3.89535 3.12241 -0.602
O -1.83364 3.33822 1.90400 0.569
C -2.62050 2.18496 2.13276 0.423
H -4.00400 7.11798 -1.44177 0.152
H -3.40966 8.84312 -1.15261 0.314
H -4.49319 8.07030 -0.03523 0.326
H -1.48980 9.03453 0.47267 0.434
H -2.83119 8.51548 1.59941 0.455
H -0.25059 7.11018 0.94107 -0.203
H -0.59294 7.98916 2.49604 0.467
H -2.16464 5.63307 1.55263 0.083
H 0.24370 5.15050 2.30410 0.015
H -0.33079 5.67499 3.82098 0.500
H -0.63155 3.18845 3.56929 0.304
H -2.20489 4.06294 3.76452 0.361
H -2.89274 1.82171 1.14555 -1.063
H -3.49648 2.46223 2.72153 0.328
H -2.01106 1.38599 2.56815 0.048
```

Calculated values
HOMO	-0.2907	Ha
relative energy (zero: lowest compared OMol25 entry of this formula, charge and spin)	0.2937	eV
gap between HOMO and LUMO	8.481	eV
lowest unoccupied orbital energy	0.571	eV